Here is the molecule C3H7N from the Open Molecules 2025 dataset. Energies are from the ωB97M-V functional and the def2-TZVPD basis.

Atoms and positions in Å:
1 C -0.7203 1.1849 0.2990
2 N 0.4443 0.3095 0.3723
3 C 0.2589 -1.1190 0.4286
4 C 0.8516 -0.4868 -0.7721
5 H -1.6240 0.7650 0.7339
6 H -0.9633 1.4397 -0.7237
7 H -0.5434 2.1070 0.8478
8 H 0.8898 -1.6651 1.1246
9 H -0.7549 -1.4973 0.3234
10 H 1.9248 -0.5494 -0.9618
11 H 0.2365 -0.4885 -1.6720

Properties
* lowest unoccupied orbital energy: 1.30 eV
* maximum force: 0.437 eV/Å
* orbital gap: 10.245 eV
* multiplicity: 1
* SMILES: CN1CC1
* energy relative to the best compared isomer or geometry (same formula, charge and spin): 27.0 kcal/mol

Here are the Mulliken charges for atoms 1 to 2, given in e: -0.78, -0.29


Here is a cluster of 2 separate species, C3H7N in total from the Open Molecules 2025 dataset. Energies are from the ωB97M-V functional and the def2-TZVPD basis.

Atoms and positions in Å:
1 C 2.1468 -0.5589 -4.4269
2 C 0.8856 -0.2446 -4.1858
3 H 2.8083 0.2159 -5.0099
4 H 2.6373 -1.5922 -4.4253
5 H 0.1387 0.2258 -4.9940
6 H 0.3415 -0.4718 -3.2099
7 C -2.0014 0.2516 5.5965
8 N -1.5734 0.3015 4.3886
9 H -2.4807 -0.5948 6.0599
10 H -1.6417 1.2776 6.2402
11 H -1.2611 1.1899 3.9666

Properties
* lowest unoccupied orbital energy: 0.86 eV
* maximum force: 5.952 eV/Å
* orbital gap: 9.654 eV
* multiplicity: 1
* SMILES: C=C.C=N
* energy relative to the best compared isomer or geometry (same formula, charge and spin): 92.5 kcal/mol

Here are the Mulliken charges for atoms 1 to 2, given in e: -0.40, -0.40


Here is a cluster of 2 separate species, C3H7N2 in total from the Open Molecules 2025 dataset. Energies are from the ωB97M-V functional and the def2-TZVPD basis.

Atoms and positions in Å:
1 C -1.5080 -0.4382 -0.5799
2 C -2.4843 -0.0202 0.3658
3 C 2.6982 0.3691 0.1146
4 N 1.7829 -0.4885 -0.3695
5 N 0.8718 -1.0634 -0.7153
6 H -3.3718 0.6754 0.0977
7 H -2.0409 0.3156 1.2351
8 H -3.0452 -0.9485 0.7159
9 H 2.9449 0.4668 1.2238
10 H 3.6196 0.2418 -0.4920
11 H 2.3678 1.3787 -0.0122
12 H -1.8349 -0.4885 -1.5840

Properties
* lowest unoccupied orbital energy (alpha / beta): -5.06 / -5.06 eV
* maximum force: 6.231 eV/Å
* orbital gap (alpha / beta): 7.740 / 7.741 eV
* multiplicity: 1
* charge: +1
* energy relative to the best compared isomer or geometry (same formula, charge and spin): 142.8 kcal/mol

Here are the Mulliken charges for atoms 1 to 2, given in e: -0.17, -0.75


Here is a structure of composition C3H7N2 from the Open Molecules 2025 dataset. Energies are from the ωB97M-V functional and the def2-TZVPD basis.

Atoms and positions in Å:
1 C 1.0399 -0.1664 -0.1626
2 C -0.3513 -0.3073 -0.7352
3 C -1.4382 0.3713 0.1497
4 N 0.5144 -1.3835 -0.2339
5 N 2.1432 0.4498 0.1938
6 H -0.5414 -0.5764 -1.7773
7 H -1.5897 1.4425 -0.1219
8 H -1.0847 0.3381 1.1670
9 H -2.4478 -0.1802 0.0286
10 H 0.4207 -2.4760 0.4462
11 H 2.3212 1.4543 0.0467
12 H 2.7793 -0.0571 0.6987

Properties
* lowest unoccupied orbital energy: -4.18 eV
* maximum force: 5.361 eV/Å
* orbital gap: 11.429 eV
* multiplicity: 1
* charge: +1
* energy relative to the best compared isomer or geometry (same formula, charge and spin): 55.0 kcal/mol

Here are the Mulliken charges for atoms 1 to 2, given in e: 0.35, 0.15


Here is the ion C3H7N2 with charge +1 from the Open Molecules 2025 dataset. Energies are from the ωB97M-V functional and the def2-TZVPD basis.

Atoms and positions in Å:
1 C -0.9950 -1.2135 -1.0860
2 C 0.1008 -0.8116 0.0695
3 C -0.0320 1.5611 -0.3091
4 N -1.2988 -0.5627 -2.0317
5 N 0.0067 0.4761 0.7039
6 H -1.1166 -2.2843 -0.8770
7 H 0.0959 -1.6469 0.7007
8 H 1.0934 -0.8537 -0.3617
9 H 0.8452 1.6734 -0.8214
10 H -0.7493 2.3563 -0.2695
11 H -0.6689 0.5138 1.4369
12 H 1.0186 0.4991 1.1124

Properties
* lowest unoccupied orbital energy (alpha / beta): -5.48 / -5.17 eV
* maximum force: 5.392 eV/Å
* orbital gap (alpha / beta): 8.732 / 9.798 eV
* multiplicity: 1
* charge: +1
* energy relative to the best compared isomer or geometry (same formula, charge and spin): 115.6 kcal/mol

Here are the Mulliken charges for atoms 1 to 2, given in e: 0.10, -0.75


Here is a structure of composition C3H7N2 from the Open Molecules 2025 dataset. Energies are from the ωB97M-V functional and the def2-TZVPD basis.

Atoms and positions in Å:
1 C -0.1569 0.2684 -1.5664
2 C 1.2835 -0.2973 -0.2551
3 C 0.0140 0.5402 -0.0008
4 N 0.9836 -0.2496 -1.6718
5 N -0.9318 0.0030 1.0317
6 H -0.9698 0.3539 -2.2124
7 H 2.1327 -0.0220 0.3680
8 H 0.8744 -1.8300 0.4233
9 H 0.2671 1.6084 0.1630
10 H -0.8137 -1.0079 1.0924
11 H -1.9484 0.2033 0.6841
12 H -0.7347 0.4296 1.9440

Properties
* lowest unoccupied orbital energy: -4.75 eV
* maximum force: 4.580 eV/Å
* orbital gap: 9.969 eV
* multiplicity: 1
* charge: +1
* energy relative to the best compared isomer or geometry (same formula, charge and spin): 104.4 kcal/mol

Here are the Mulliken charges for atoms 1 to 2, given in e: -0.06, -0.49


Here is a cluster of 2 separate species, C3H7N2 in total from the Open Molecules 2025 dataset. Energies are from the ωB97M-V functional and the def2-TZVPD basis.

Atoms and positions in Å:
1 C 2.3201 -0.5132 -0.2807
2 C -1.4224 -0.9965 0.2653
3 C -0.6732 -0.1318 -0.3723
4 N 1.9829 0.5477 0.0070
5 N -0.5309 1.1944 0.1342
6 H 2.5802 -1.4616 -0.4723
7 H -1.2669 -2.0280 -0.0932
8 H -1.9448 -0.8494 1.2209
9 H -0.0213 -0.1905 -1.1784
10 H -1.0973 1.9711 -0.3968
11 H 0.6225 1.1370 -0.0505
12 H -0.5489 1.3207 1.2168

Properties
* lowest unoccupied orbital energy (alpha / beta): -3.49 / -7.34 eV
* maximum force: 11.384 eV/Å
* orbital gap (alpha / beta): 7.096 / 10.237 eV
* multiplicity: 3
* charge: +1
* <S²>: 2.005
* energy relative to the best compared isomer or geometry (same formula, charge and spin): 46.1 kcal/mol

Here are the Mulliken charges for atoms 1 to 2, given in e: 0.13, -1.01


Here is the ion C3H7N2O with charge +1 from the Open Molecules 2025 dataset. Energies are from the ωB97M-V functional and the def2-TZVPD basis.

Atoms and positions in Å:
1 C 0.9658 0.2695 -0.4915
2 C 0.4120 -1.0016 0.1841
3 C 0.4777 1.4327 0.2585
4 N -1.0307 -0.9796 0.0531
5 N -1.6586 0.1343 -0.0117
6 O -2.8111 0.4415 0.0297
7 H 2.1051 0.3784 -0.5700
8 H 0.4905 0.3934 -1.5097
9 H 0.7006 -1.9972 -0.4092
10 H 0.6183 -1.1311 1.2143
11 H 0.4994 1.3833 1.3931
12 H 0.7479 2.4632 -0.1403
13 H -1.5169 -1.7869 -0.0003

Properties
* lowest unoccupied orbital energy (alpha / beta): -6.50 / -7.00 eV
* maximum force: 4.231 eV/Å
* orbital gap (alpha / beta): 8.195 / 7.156 eV
* multiplicity: 1
* charge: +1
* energy relative to the best compared isomer or geometry (same formula, charge and spin): 153.6 kcal/mol

Here are the Mulliken charges for atoms 1 to 2, given in e: -0.22, -0.53


Here is the ion C3H7N2O with charge +1 from the Open Molecules 2025 dataset. Energies are from the ωB97M-V functional and the def2-TZVPD basis.

Atoms and positions in Å:
1 C 1.6995 0.2367 0.1029
2 C 0.6736 -0.6510 -0.0452
3 C -1.6208 -0.7950 -0.0650
4 N 2.9908 -0.0785 0.0634
5 N -2.7795 0.2441 0.0403
6 O -0.5635 -0.1258 -0.0437
7 H 1.2908 1.2401 -0.0922
8 H 0.9019 -1.7360 -0.1064
9 H 3.7023 0.7062 -0.0811
10 H 3.1582 -1.0902 -0.1978
11 H -2.8372 0.3724 1.1247
12 H -3.4946 -0.2611 -0.3068
13 H -2.4592 1.0983 -0.5305

Properties
* lowest unoccupied orbital energy (alpha / beta): -4.09 / -4.09 eV
* maximum force: 6.526 eV/Å
* orbital gap (alpha / beta): 8.263 / 8.263 eV
* multiplicity: 1
* charge: +1
* energy relative to the best compared isomer or geometry (same formula, charge and spin): 111.9 kcal/mol

Here are the Mulliken charges for atoms 1 to 2, given in e: 0.06, -0.22


Here is a structure of composition C3H7N2O from the Open Molecules 2025 dataset. Energies are from the ωB97M-V functional and the def2-TZVPD basis.

Atoms and positions in Å:
1 C 1.5251 -0.9174 0.1705
2 C 0.2243 -0.9529 -0.4970
3 C -0.2281 0.5487 -0.5541
4 N 1.9578 0.2018 0.5707
5 N -1.2677 0.8711 0.6160
6 O 0.8542 1.3067 -0.1938
7 H 2.0200 -1.8385 0.4143
8 H 0.1011 -1.3752 -1.4704
9 H -0.2824 -1.7199 0.0493
10 H -0.6297 1.1243 -1.4382
11 H -2.1618 0.3752 0.3664
12 H -1.2822 1.8479 0.4558
13 H -0.8306 0.5283 1.5104

Properties
* lowest unoccupied orbital energy: -3.93 eV
* maximum force: 3.291 eV/Å
* orbital gap: 11.473 eV
* multiplicity: 1
* charge: +1
* energy relative to the best compared isomer or geometry (same formula, charge and spin): 92.6 kcal/mol

Here are the Mulliken charges for atoms 1 to 2, given in e: 0.05, -0.82


Here is a cluster of 2 separate species, C3H7N2O in total from the Open Molecules 2025 dataset. Energies are from the ωB97M-V functional and the def2-TZVPD basis.

Atoms and positions in Å:
1 C -0.5477 1.3373 1.3089
2 C -0.0688 -1.1439 -1.0553
3 C -0.3680 2.5279 1.7708
4 N 0.0240 -2.3371 -0.4216
5 N 0.9203 -0.4192 -1.4612
6 O -0.6594 0.3762 0.6304
7 H -0.3789 3.2038 0.9390
8 H -0.9811 -0.7913 -1.5113
9 H -0.3174 2.9529 2.7376
10 H -0.8375 -2.8448 -0.1319
11 H 0.7667 -2.7290 0.1298
12 H 0.5920 0.4583 -1.8710
13 H 1.8559 -0.5911 -1.0641

Properties
* lowest unoccupied orbital energy: -3.49 eV
* maximum force: 2.810 eV/Å
* orbital gap: 9.634 eV
* multiplicity: 1
* charge: +1
* energy relative to the best compared isomer or geometry (same formula, charge and spin): 41.9 kcal/mol

Here are the Mulliken charges for atoms 1 to 2, given in e: 0.75, 0.26


Here is a structure of composition C3H7N2O2 from the Open Molecules 2025 dataset. Energies are from the ωB97M-V functional and the def2-TZVPD basis.

Atoms and positions in Å:
1 O -0.1351 -1.8467 1.6676
2 C -0.8370 -1.1930 0.6489
3 N -1.7176 -1.6199 -0.2807
4 C -0.2322 0.2343 0.5769
5 N 0.4518 0.1422 -0.7010
6 C 1.2747 1.4818 -0.8743
7 O 0.7799 2.6757 -0.5851
8 H -2.6142 -1.7484 0.1925
9 H 0.2272 -1.7787 0.5439
10 H 0.3432 0.5343 1.4809
11 H -1.0745 0.9611 0.6152
12 H -0.1776 -0.4073 -1.2814
13 H 2.0432 1.2627 -0.1086
14 H 1.6682 1.3020 -1.8947

Properties
* lowest unoccupied orbital energy: 3.26 eV
* maximum force: 4.677 eV/Å
* orbital gap: 6.119 eV
* multiplicity: 1
* charge: -1
* energy relative to the best compared isomer or geometry (same formula, charge and spin): 171.1 kcal/mol

Here are the Mulliken charges for atoms 1 to 2, given in e: -0.46, 0.21